The following is a quantum chemistry calculation of a cluster of 16 separate species, C2H35NO15 in total, from the Open Molecules 2025 dataset.

```
53
Properties=species:S:1:pos:R:3:forces:R:3:mulliken_spin:R:1
C -0.733 3.823 -0.219 -0.432 -0.197 -3.516 0.07
C -1.983 2.286 1.090 -2.557 1.092 0.796 0.03
N -1.953 3.180 0.224 3.053 -1.213 1.713 0.72
H -0.963 4.746 -0.740 0.043 0.731 0.619 0.03
H -0.450 3.246 -1.134 -0.148 -0.134 0.574 0.03
H 0.154 3.800 0.406 -0.586 0.291 0.915 0.02
H -2.930 2.040 1.590 -0.069 -0.209 -0.332 0.05
H -1.142 1.865 1.654 0.408 -0.203 -0.621 0.04
H 1.047 -2.164 2.536 0.168 0.020 0.135 0.00
H 0.812 -3.556 2.127 0.248 -0.252 -0.049 0.00
O 0.326 -2.784 2.419 -0.557 0.019 0.137 0.00
H -0.716 0.499 0.505 0.259 -0.600 -0.878 0.00
H 0.382 -0.710 0.584 -0.241 0.085 -0.655 0.00
O -0.209 -0.105 1.037 0.022 -0.111 1.573 0.01
H 2.409 0.435 1.814 0.097 0.146 0.152 0.00
H 2.803 1.833 1.372 0.075 -0.019 0.226 0.00
O 3.051 0.907 1.270 -0.237 0.375 0.091 0.00
H 0.721 1.789 4.163 -0.641 0.329 0.055 0.00
H 0.010 2.561 2.955 -0.362 0.187 0.991 0.00
O 0.789 2.108 3.261 1.515 -0.047 -0.946 0.00
H -3.448 0.141 -1.854 0.014 0.153 0.046 0.00
H -4.050 0.641 -0.548 -0.111 -0.177 0.028 0.00
O -3.205 0.489 -0.982 0.116 0.121 -0.188 0.00
H 1.026 -2.013 -2.511 0.103 -0.143 0.094 0.00
H 2.439 -1.500 -2.657 -0.025 -0.126 0.247 0.00
O 1.809 -2.103 -3.064 -0.153 0.203 -0.299 0.00
H -0.431 0.322 2.938 0.538 -1.129 0.732 0.00
H -1.437 -0.095 4.254 0.859 -0.540 -0.153 0.00
O -1.236 0.385 3.451 -1.836 1.389 -0.422 0.00
H -2.337 -3.713 0.008 -0.319 0.216 -0.293 0.00
H -0.870 -3.695 0.175 0.203 0.186 -0.365 0.00
O -1.543 -3.466 -0.482 0.228 -0.223 0.445 0.00
H -1.786 -1.502 2.261 -0.015 -0.105 -0.019 0.00
H -1.731 -2.996 2.114 0.241 0.030 0.263 0.00
O -2.353 -2.282 2.250 -0.688 0.263 -0.037 0.00
H 2.645 -2.096 0.666 -0.245 -0.085 0.104 0.00
H 3.495 -3.188 1.231 -0.066 -0.180 0.354 0.00
O 2.642 -2.762 1.384 0.859 0.225 -0.689 0.00
H 2.497 0.095 -0.301 1.242 0.084 0.085 0.00
H 3.703 -0.937 -0.807 0.226 0.905 0.402 0.00
O 2.772 -0.771 -0.646 -1.184 -1.311 -0.859 0.00
H -0.050 0.552 -1.177 0.226 -0.351 -1.524 0.00
H 1.211 1.303 -1.991 -1.077 -0.664 -0.805 0.00
O 0.694 1.146 -1.196 0.802 1.275 1.835 0.00
H -1.393 2.067 -3.347 -0.211 -0.013 -0.056 0.00
H -1.224 0.546 -3.167 -0.405 -0.198 -0.205 0.00
O -0.899 1.305 -3.657 0.362 0.101 0.009 0.00
H 2.861 1.562 -3.091 0.638 0.617 -0.045 0.00
H 2.279 0.483 -3.866 -0.187 -0.095 -0.857 0.00
O 2.555 1.405 -3.989 -0.309 -0.606 0.953 0.00
H -2.392 -1.470 -2.099 0.419 -0.712 0.295 0.00
H -1.390 -1.995 -3.181 -0.059 -0.232 0.220 0.00
O -2.277 -1.655 -3.035 -0.246 0.833 -0.278 0.00
```
Forces are in eV/Å.

Values from the calculation:
expectation value of S² = 0.76
2S+1 = 2
orbital gap (spin up / spin down) = 7.81 / 4.01 eV
HOMO (spin up / spin down) = -0.480 / -0.480 Eh
charge = +1